{
  "formula": "C22H26N6O2",
  "method": "ωB97M-V/def2-TZVPD",
  "smiles": "Cc1cc(C)c(NC(=O)Cn2nnc(C(=O)NCCc3ccccc3)c2N)c(C)c1",
  "orbital_gap_ev": 9.17,
  "charge": 0,
  "relative_energy_ev": 0.0219,
  "largest_force_ev_per_a": 1.25,
  "homo_energy_ev": -8.520,
  "elements": ["C", "H", "C", "H", "C", "N", "N", "H", "H", "H", "H", "C", "H", "C", "H", "C", "H", "N", "H", "C", "H", "H", "C", "C", "H", "H", "C", "C", "C", "H", "C", "N", "O", "H", "H", "H", "C", "C", "N", "N", "H", "H", "O", "H", "H", "C", "H", "C", "C", "C", "C", "C", "H", "C", "H", "H"],
  "positions_angstrom": [[-3.90, -0.95, 3.69], [-2.97, -2.46, 2.50], [4.05, -2.16, -2.70], [1.07, -5.73, -2.86], [-1.09, 2.74, 1.50], [-0.59, 1.61, -1.31], [2.47, 3.13, -0.49], [2.94, -4.40, -3.75], [-2.77, 3.27, 3.66], [-3.89, -2.67, 4.97], [-4.50, 2.97, 3.90], [-0.51, 3.46, 0.25], [4.31, -0.48, -4.03], [2.33, -2.64, -0.94], [0.83, -3.10, 0.50], [-3.09, -1.40, 2.66], [-5.36, -2.47, 4.02], [0.19, 0.88, -1.99], [-1.34, 3.95, -0.28], [1.42, -4.86, -2.32], [1.50, -0.69, -3.24], [-4.69, 0.78, 4.66], [-2.59, 0.86, 2.03], [0.82, -4.50, -1.12], [-1.91, 1.47, 0.17], [-1.91, -0.70, -0.26], [-2.43, -0.51, 1.82], [-3.42, 1.34, 3.04], [1.28, -3.39, -0.43], [0.01, -5.08, -0.73], [3.51, -1.16, -3.73], [0.13, 2.54, -0.64], [-0.78, 3.08, 2.62], [2.42, 3.58, 0.41], [4.54, -1.60, -1.90], [-1.51, -2.10, 0.72], [1.44, 2.37, -0.91], [-4.05, 0.42, 3.87], [-1.93, 1.75, 1.15], [2.44, -0.35, -3.19], [2.69, -1.77, -0.40], [3.12, -1.68, -4.61], [3.79, 1.13, -2.09], [-3.85, 3.29, 2.28], [-0.53, -0.64, 0.83], [-1.55, -1.02, 0.71], [4.80, -2.79, -3.19], [-4.60, -1.93, 4.58], [2.67, 0.69, -2.36], [2.94, -3.00, -2.14], [2.48, -4.11, -2.82], [1.47, 1.29, -1.80], [-5.08, -1.43, 5.42], [-3.65, 2.80, 3.24], [0.20, 4.22, 0.58], [3.37, 2.74, -0.75]]
}

=====

{
  "formula": "C22H26N6O2S2",
  "method": "ωB97M-V/def2-TZVPD",
  "smiles": "C=CCn1c(SCC(=O)Nc2nc(C)cs2)nnc1[C@@H](NC(=O)c1ccccc1)C(C)C",
  "orbital_gap_ev": 8.89,
  "charge": 0,
  "relative_energy_ev": 0.1094,
  "largest_force_ev_per_a": 1.22,
  "homo_energy_ev": -8.379,
  "elements": ["H", "H", "C", "H", "C", "H", "N", "H", "C", "H", "H", "C", "H", "C", "C", "C", "C", "H", "H", "H", "S", "S", "C", "H", "C", "C", "C", "H", "C", "C", "N", "H", "C", "C", "C", "O", "C", "H", "H", "H", "H", "N", "N", "C", "H", "H", "O", "H", "H", "H", "C", "H", "N", "N", "H", "C", "H", "C"],
  "positions_angstrom": [[0.07, -2.98, -1.74], [-1.72, 5.12, -2.62], [0.59, -1.30, -0.54], [4.24, -3.36, 2.06], [2.58, -4.16, 4.89], [2.60, 2.30, -0.41], [-3.04, 2.94, -0.70], [0.11, -2.46, 1.16], [2.22, 1.26, -2.24], [1.52, 1.92, -2.73], [3.00, 0.45, -4.01], [-0.39, -2.03, -1.46], [0.29, -2.28, 3.27], [-2.41, 3.44, -1.69], [2.24, -2.78, 2.51], [-1.02, 4.65, 0.61], [-3.56, 1.71, -0.96], [-1.22, -1.72, -3.44], [-2.44, -2.70, -1.53], [0.59, -3.52, 5.36], [-2.40, 2.41, -3.13], [0.60, 3.82, 0.45], [-3.33, 1.27, -2.22], [-1.76, 3.87, 0.81], [3.61, -4.11, 3.97], [-0.59, -1.20, -2.73], [3.01, 0.47, -2.93], [1.54, -1.18, -1.07], [2.23, 1.33, -0.74], [-1.74, -2.31, -0.80], [-1.77, 4.65, -1.73], [0.37, -1.00, -3.21], [0.13, 0.06, -0.12], [1.39, -3.50, 4.63], [-4.27, 0.99, 0.12], [-0.90, 6.53, -0.87], [-1.24, 5.38, -0.68], [-1.64, -3.05, 0.00], [-1.06, -0.25, -2.48], [-5.03, 1.63, 0.56], [2.86, 0.54, -0.31], [0.89, 1.19, -0.21], [0.90, -2.08, 0.65], [0.10, 2.15, 0.33], [-0.93, 5.36, 1.43], [-3.64, 0.35, -2.68], [3.07, -1.47, 0.70], [2.71, -4.70, 5.82], [3.72, -0.19, -2.45], [-2.14, -1.39, -0.37], [3.45, -3.42, 2.78], [-3.54, 0.73, 0.89], [-1.01, 0.34, 0.46], [-1.03, 1.65, 0.74], [-4.72, 0.08, -0.27], [2.12, -2.04, 1.22], [4.55, -4.61, 4.17], [1.22, -2.81, 3.45]]
}

=====

{
  "formula": "C22H26N6O3",
  "method": "ωB97M-V/def2-TZVPD",
  "smiles": "COc1ccc(C(=O)NNC(=O)CN2CCC(n3nnc4cc(C)ccc43)CC2)cc1",
  "orbital_gap_ev": 9.34,
  "charge": 0,
  "relative_energy_ev": 0.9612,
  "largest_force_ev_per_a": 1.31,
  "homo_energy_ev": -8.647,
  "elements": ["H", "H", "N", "H", "C", "H", "O", "C", "C", "N", "H", "H", "C", "C", "C", "O", "C", "C", "H", "H", "H", "H", "C", "C", "H", "N", "H", "C", "H", "C", "H", "H", "N", "C", "N", "H", "C", "O", "H", "C", "H", "H", "H", "H", "H", "C", "H", "H", "C", "C", "H", "C", "C", "H", "C", "N", "C"],
  "positions_angstrom": [[-3.94, 2.22, 0.04], [-6.98, -4.66, -0.58], [-3.18, 1.80, -0.48], [1.64, 0.26, 1.28], [1.74, 3.65, -0.59], [0.86, 0.51, -0.29], [-1.90, 0.00, -0.86], [-3.00, 0.45, -0.60], [-0.45, 4.18, 0.32], [3.43, -0.01, -2.00], [7.76, -3.53, 1.28], [3.44, 1.85, 0.67], [-1.86, 3.60, 0.39], [5.53, -1.86, 1.49], [-5.52, 0.15, -0.55], [-2.74, 4.01, 1.11], [2.80, 1.43, -0.13], [4.71, -0.78, 1.25], [-7.61, -0.30, -0.49], [-0.23, 4.66, 1.28], [-1.24, 2.16, -0.93], [-3.06, -2.12, -0.15], [-5.15, -2.56, -0.05], [2.54, 2.49, -1.19], [5.80, -3.25, -1.61], [4.11, -1.05, -2.25], [6.35, -4.53, 1.61], [-7.49, -4.14, 0.24], [-5.68, 1.19, -0.78], [6.83, -3.90, 0.85], [1.32, 2.67, 1.83], [-8.52, -4.50, 0.31], [3.51, 0.31, -0.70], [4.68, -1.49, -1.09], [-2.04, 2.61, -0.51], [4.42, -0.10, 2.04], [5.93, -2.75, 0.48], [-7.58, -2.76, -0.01], [1.52, 4.38, -1.36], [5.51, -2.58, -0.82], [-0.45, 4.96, -0.45], [2.35, 4.14, 0.20], [1.97, 2.04, -2.00], [-0.23, 1.89, 1.44], [-4.99, -3.61, 0.13], [-4.22, -0.37, -0.45], [-6.97, -4.35, 1.18], [7.06, -4.51, -0.01], [4.29, -0.60, -0.06], [0.73, 2.20, 1.02], [3.48, 2.86, -1.60], [-6.44, -2.04, -0.15], [-4.06, -1.73, -0.21], [5.89, -2.03, 2.50], [1.47, 0.98, 0.48], [0.49, 3.14, -0.06], [-6.61, -0.68, -0.41]]
}

=====

{
  "formula": "C22H27AuClIN4O3Sb",
  "method": "ωB97M-V/def2-TZVPD",
  "orbital_gap_ev": [7.65, 5.23],
  "charge": 1,
  "spin_multiplicity": 3,
  "largest_force_ev_per_a": 1.00,
  "s_squared": 2.007,
  "homo_energy_ev": [-10.500, -10.478],
  "elements": ["H", "H", "N", "C", "N", "N", "H", "H", "H", "Sb", "C", "H", "C", "C", "C", "H", "H", "H", "C", "H", "O", "H", "Au", "Cl", "H", "C", "C", "C", "C", "H", "H", "H", "H", "C", "O", "C", "H", "H", "C", "H", "C", "C", "H", "C", "C", "C", "I", "H", "N", "O", "H", "H", "H", "C", "H", "H", "C", "C", "C", "H"],
  "positions_angstrom": [[0.54, 2.10, -2.85], [4.28, 4.74, 2.15], [-3.40, 2.32, 0.52], [2.90, 3.17, 1.74], [-2.39, -1.39, 0.20], [0.58, -2.40, -0.26], [-0.95, 3.68, 2.32], [3.62, 2.36, 1.82], [-4.33, -3.44, 1.24], [1.41, 2.57, 0.24], [3.56, 4.49, 1.38], [5.77, -1.95, -0.21], [3.88, -0.93, -0.37], [-2.35, 1.58, 0.89], [2.74, -3.46, -0.09], [-4.07, 3.12, -1.36], [-1.77, 1.87, -2.24], [1.30, 3.42, -3.72], [1.93, -2.30, -0.24], [-5.32, -1.99, 1.19], [-2.40, -1.64, -2.07], [2.88, 2.48, -2.03], [-0.47, -0.52, -0.27], [5.16, -4.68, 0.14], [2.67, -5.60, 0.12], [-2.19, 1.94, -1.25], [-4.40, -2.44, 0.81], [2.08, 3.15, -1.74], [2.49, -0.99, -0.39], [-5.07, -1.87, -1.21], [-1.03, 5.40, 1.97], [0.18, -5.70, 0.04], [-4.32, -3.45, -1.16], [-0.39, 4.52, 1.92], [-2.99, -1.24, 2.41], [-0.01, -3.57, -0.17], [0.64, 5.12, 0.10], [2.83, 5.30, 1.32], [0.71, -4.76, -0.03], [-2.18, 1.20, 1.88], [0.06, 4.28, 0.49], [4.69, -2.06, -0.21], [2.48, 4.16, -1.61], [-4.29, -2.45, -0.72], [-3.20, -1.63, 1.28], [-2.95, -1.80, -0.99], [4.87, 0.89, -0.64], [0.12, 3.79, -2.47], [-1.58, 1.35, -0.16], [1.70, 0.05, -0.59], [-4.14, 2.62, 1.13], [0.46, 4.71, 2.58], [-1.09, -3.57, -0.20], [-3.32, 2.55, -0.83], [2.34, 3.23, 2.67], [4.10, 4.43, 0.43], [4.14, -3.31, -0.06], [2.08, -4.70, 0.01], [0.94, 3.11, -2.74], [-0.80, 4.11, -0.17]]
}

=====

{
  "formula": "C22H27BaCl2N7O8S",
  "method": "ωB97M-V/def2-TZVPD",
  "orbital_gap_ev": 8.47,
  "charge": 0,
  "relative_energy_ev": 0.0000,
  "largest_force_ev_per_a": 0.64,
  "homo_energy_ev": -9.069,
  "elements": ["H", "C", "C", "C", "C", "C", "S", "Ba", "N", "C", "C", "H", "C", "C", "H", "N", "H", "N", "C", "H", "O", "H", "H", "C", "H", "O", "C", "H", "Cl", "N", "C", "H", "O", "H", "H", "H", "N", "C", "H", "C", "C", "H", "N", "O", "C", "H", "H", "H", "O", "C", "C", "C", "H", "H", "H", "O", "O", "H", "H", "H", "H", "C", "H", "N", "H", "Cl", "O", "C"],
  "positions_angstrom": [[2.17, -2.25, -1.60], [3.44, -0.83, 0.03], [-5.07, -0.34, 1.62], [-3.72, 2.78, -0.47], [1.39, -0.99, -3.13], [-4.35, 2.79, -1.71], [-2.56, 1.53, 4.81], [-0.34, -0.10, 0.26], [-6.29, 3.38, -3.12], [-5.05, 1.15, 3.53], [-0.82, -4.34, 1.41], [2.21, 0.08, 2.99], [-5.61, 3.36, -1.80], [-2.37, 2.11, -0.31], [3.41, -1.43, -2.57], [-1.64, -0.06, 2.99], [-1.39, -5.04, 0.81], [-6.29, 4.43, 1.68], [2.43, -1.30, -2.07], [-0.65, -0.60, -3.15], [-1.55, -2.55, 0.03], [1.56, 0.00, -3.57], [0.55, 3.00, -0.43], [-3.69, 0.90, 3.65], [1.52, -1.71, -3.94], [0.62, -2.60, 0.56], [3.43, -0.09, 1.35], [3.14, -1.87, 0.21], [0.64, -5.16, 1.96], [0.05, -1.01, -2.54], [-4.34, 3.32, 0.64], [3.61, 0.97, 1.21], [-7.41, 3.84, -3.16], [3.80, 1.37, -0.84], [-7.25, 4.33, -0.81], [4.48, -0.86, -0.35], [2.54, -0.30, -1.00], [-5.73, 0.52, 2.51], [1.19, 1.79, -2.36], [-3.72, -0.59, 1.75], [-6.27, 3.90, -0.72], [2.47, 2.97, -2.04], [1.30, 2.31, -0.36], [-1.89, 1.48, -1.29], [-5.61, 3.87, 0.49], [-0.24, -1.95, -2.31], [-3.21, -1.30, 1.10], [3.51, 0.86, -2.49], [-1.82, 2.20, 0.82], [-3.01, 0.06, 2.77], [3.02, 1.00, -1.51], [-1.30, 0.64, 4.02], [1.91, -1.25, 2.09], [-5.63, -0.83, 0.84], [-3.87, 2.36, -2.57], [-7.41, 4.86, 1.53], [-5.68, 4.42, 2.73], [1.95, 2.63, 0.35], [-6.79, 0.70, 2.39], [-0.29, 0.72, 4.38], [-5.57, 1.82, 4.21], [1.96, 2.08, -1.64], [4.27, -0.48, 1.94], [2.15, -0.26, 2.04], [-3.85, 3.30, 1.60], [-1.86, -3.91, 2.80], [-5.67, 2.98, -4.07], [-0.55, -3.06, 0.59]]
}

=====

{
  "formula": "C22H27Br6F15O10",
  "method": "ωB97M-V/def2-TZVPD",
  "orbital_gap_ev": 9.86,
  "charge": 0,
  "relative_energy_ev": 0.0000,
  "largest_force_ev_per_a": 1.47,
  "homo_energy_ev": -10.613,
  "elements": ["H", "O", "F", "Br", "C", "Br", "F", "C", "C", "C", "H", "C", "H", "H", "O", "C", "C", "C", "C", "F", "H", "O", "H", "H", "H", "H", "H", "F", "F", "H", "C", "H", "Br", "F", "H", "O", "H", "O", "F", "Br", "H", "C", "F", "C", "O", "C", "F", "H", "F", "H", "Br", "C", "C", "H", "Br", "H", "F", "C", "F", "O", "H", "C", "H", "H", "C", "O", "O", "F", "H", "H", "C", "F", "H", "C", "O", "H", "C", "H", "F", "C"],
  "positions_angstrom": [[11.84, 17.22, 17.73], [15.45, 12.18, 9.52], [22.98, 9.52, 16.10], [16.05, 14.81, 15.50], [12.36, 19.57, 18.77], [18.48, 15.01, 13.44], [24.35, 10.11, 14.52], [12.80, 17.67, 17.49], [16.40, 15.61, 19.48], [24.13, 17.50, 12.04], [20.69, 16.79, 13.09], [14.56, 12.68, 8.68], [19.76, 13.14, 17.95], [16.55, 13.31, 11.77], [12.63, 19.09, 17.58], [16.21, 12.23, 17.97], [24.84, 17.29, 10.68], [15.47, 13.25, 11.71], [16.89, 14.33, 18.77], [16.05, 16.50, 18.53], [13.52, 17.33, 18.23], [12.13, 18.93, 19.76], [15.48, 10.70, 19.31], [21.12, 17.27, 14.74], [21.11, 10.79, 11.60], [20.88, 13.38, 13.23], [13.59, 16.30, 16.06], [13.26, 21.53, 19.68], [14.29, 13.17, 6.39], [15.39, 11.09, 11.29], [22.75, 16.46, 13.63], [17.20, 11.04, 19.45], [19.49, 10.77, 17.30], [23.61, 8.08, 14.61], [13.95, 11.96, 10.94], [24.38, 18.43, 12.73], [12.33, 17.34, 15.40], [23.33, 16.48, 12.32], [26.05, 16.75, 10.91], [17.43, 12.16, 14.40], [18.43, 14.06, 15.69], [21.46, 17.25, 13.71], [12.58, 21.66, 17.61], [15.04, 12.47, 7.23], [13.52, 13.18, 8.96], [22.05, 9.72, 13.96], [16.32, 12.82, 7.06], [22.23, 13.10, 12.11], [11.14, 21.54, 19.22], [20.49, 13.11, 11.56], [21.49, 12.96, 16.11], [13.18, 17.31, 16.07], [21.11, 11.33, 12.55], [22.53, 15.42, 13.86], [21.72, 12.10, 19.13], [17.10, 12.41, 17.38], [14.91, 11.17, 6.91], [21.20, 12.82, 12.35], [17.38, 16.13, 20.22], [17.95, 14.30, 18.22], [15.07, 13.15, 12.71], [16.38, 10.96, 18.75], [16.57, 10.14, 18.06], [15.35, 12.21, 17.31], [15.05, 12.04, 10.89], [21.09, 9.01, 13.92], [16.02, 13.34, 18.87], [25.00, 18.47, 10.08], [21.60, 18.27, 13.35], [15.14, 14.17, 11.23], [12.34, 21.11, 18.80], [24.17, 16.49, 9.86], [14.00, 17.95, 15.71], [23.29, 9.35, 14.80], [22.20, 10.88, 13.35], [20.13, 11.08, 12.99], [20.49, 12.39, 17.66], [23.49, 16.77, 14.37], [15.34, 15.39, 20.26], [17.70, 13.99, 14.90]]
}

=====

{
  "formula": "C22H27Cl2N6O2SSn",
  "method": "ωB97M-V/def2-TZVPD",
  "orbital_gap_ev": 6.87,
  "charge": 1,
  "relative_energy_ev": 0.0000,
  "largest_force_ev_per_a": 0.76,
  "homo_energy_ev": -9.830,
  "elements": ["C", "H", "H", "C", "H", "N", "H", "H", "C", "H", "Cl", "H", "C", "H", "H", "S", "H", "N", "N", "C", "C", "N", "N", "C", "C", "O", "H", "C", "H", "H", "C", "H", "Sn", "H", "Cl", "C", "H", "C", "H", "H", "C", "H", "H", "C", "H", "H", "H", "C", "H", "C", "H", "C", "C", "N", "C", "C", "C", "C", "H", "O", "H"],
  "positions_angstrom": [[1.29, 0.80, -2.42], [3.20, 3.67, 2.49], [1.69, -0.46, -4.12], [0.18, -2.73, -2.55], [1.09, -2.42, -3.04], [-0.83, -2.36, 2.24], [-2.01, -0.23, -0.65], [-3.42, 1.40, 2.95], [-1.75, -4.14, -2.39], [-0.99, 0.77, 3.52], [3.72, -1.76, 3.66], [0.87, 2.27, -0.92], [3.30, 2.63, 2.74], [-1.47, 1.27, -0.29], [-2.02, 2.10, 2.13], [1.85, -0.39, -1.25], [-1.43, -1.09, 4.47], [1.20, -0.45, 2.86], [-1.61, 0.25, 2.91], [4.51, 2.12, 3.19], [0.66, 1.35, -4.66], [-1.82, 0.41, 0.12], [-1.29, -2.54, -0.67], [2.27, 0.39, 2.90], [2.23, 1.77, 2.62], [2.70, -1.33, -1.92], [-3.71, 1.36, 0.47], [0.12, 2.56, -4.23], [5.36, 2.77, 3.32], [0.28, 4.17, -5.63], [-2.13, -0.91, 3.65], [-3.11, -0.71, 4.10], [0.03, -0.54, 1.32], [-1.23, 4.16, -4.73], [0.70, 2.46, 2.07], [-0.19, -2.16, -1.33], [-0.96, 3.00, -6.03], [3.54, -0.07, 3.32], [-2.92, -3.80, -0.63], [-2.87, -2.09, 1.97], [-2.17, -2.16, 2.80], [-2.48, -3.01, 3.41], [0.62, 1.10, -5.71], [0.20, 2.88, -2.87], [-2.39, -4.93, -2.77], [-0.18, 3.83, -2.53], [5.56, 0.35, 3.84], [4.62, 0.77, 3.49], [-3.56, -0.29, 1.04], [-2.04, -3.52, -1.20], [-0.34, -4.19, -4.02], [-0.49, 3.52, -5.21], [-2.57, 1.17, 2.30], [0.49, -1.11, -0.71], [0.77, 2.00, -1.97], [-3.02, 0.66, 0.94], [1.25, 0.47, -3.77], [-0.61, -3.73, -3.07], [-0.14, -2.59, 2.96], [2.29, 0.33, -0.08], [-0.83, -3.09, 1.53]]
}